No. 1
DFT (ωB97M-V with the def2-TZVPD basis set) results for a cluster of 6 separate species, C19H34BrN5O14 in total.

Last column: Mulliken charge in e.
Atoms and positions in Å:
C (3.2170, -0.0846, -3.7086)  -0.714
H (2.5745, -0.0964, 0.7171)  0.261
H (0.7580, 1.6036, 1.2824)  0.433
O (-4.0089, 6.0223, -5.6316)  -0.567
C (-0.0267, -4.5888, -2.2131)  -0.782
C (5.2197, 1.2984, -4.6674)  -0.298
C (0.8906, 2.3569, -5.3703)  0.239
H (-5.4893, -3.7344, 5.8752)  0.296
H (-4.0256, -6.0678, 10.3596)  0.294
Br (1.5510, 1.1003, -6.6910)  -0.166
H (-1.6721, 4.4728, -1.2462)  0.462
H (2.0713, 3.8233, -0.0035)  0.403
H (2.6917, -0.5934, -4.5185)  0.358
H (-1.6885, 4.7327, -3.8847)  -0.073
H (0.0699, -3.5584, 1.9810)  0.215
C (1.6569, 1.8310, 0.7046)  -1.088
O (2.1260, -3.7800, -2.0207)  -0.495
O (0.6633, -3.0434, -0.6218)  -0.493
H (-1.2757, -4.5960, 2.5660)  0.287
O (-3.7214, 5.9415, -3.4966)  -0.539
H (2.4073, 2.0922, 1.4518)  0.325
H (-0.1260, -3.8697, 3.7298)  0.296
H (-2.8221, -5.3393, 11.4761)  0.290
H (-0.0701, 4.5259, -2.0000)  0.244
C (-4.4635, -3.4294, 5.6915)  -0.668
H (0.3149, -5.6166, -2.1379)  0.302
C (1.8881, 2.9299, -4.3751)  0.604
N (-4.1319, -3.9843, 10.5705)  0.900
H (1.9141, 3.9951, -4.6245)  0.663
C (-0.6404, -3.7457, 2.7819)  -0.653
C (2.3184, 0.0832, -2.4815)  0.017
O (-0.9472, -1.4914, 3.1578)  -0.540
N (-3.3889, 5.7009, -4.6394)  0.925
O (-2.7008, -2.6728, 2.7455)  -0.550
O (-3.5094, -2.9560, 10.7423)  -0.536
N (-3.5978, -4.6060, 5.9870)  0.881
O (4.4199, 4.5390, -4.3404)  -0.531
H (-0.0827, -4.2867, -3.2545)  0.307
H (1.4147, 0.6553, -2.7238)  0.193
N (1.0053, -3.7336, -1.5626)  0.830
O (-2.8979, -5.0319, 5.0926)  -0.522
O (5.5804, 2.6361, -4.6942)  -0.346
H (1.9678, -0.9070, -2.1827)  -0.093
H (-2.6333, -5.1455, 9.7108)  0.254
H (-2.3665, 4.0407, -5.3916)  0.315
H (-0.7015, 2.9571, 0.5397)  0.365
H (3.2843, 1.7290, -1.3980)  0.358
H (1.4716, 2.7719, -1.2507)  -1.166
H (-1.4744, 5.5791, -5.4553)  0.279
H (3.9064, 0.1099, -1.0636)  0.487
O (-5.3339, -4.0601, 10.4283)  -0.523
H (-0.0073, 4.5753, 0.5328)  0.302
O (5.8948, 0.4405, -5.1263)  -0.509
C (4.4238, 3.3657, -4.5177)  0.068
H (4.0641, -0.7069, -3.4115)  0.466
C (3.8049, 1.2024, -4.1847)  0.845
H (1.1766, -0.0034, -0.3261)  0.304
C (-0.7344, 3.9300, -1.3673)  -1.174
C (3.2833, 2.4116, -4.3986)  0.555
H (-0.9672, -4.4357, -1.6982)  0.313
C (2.0744, 0.5360, -0.0167)  -0.749
C (-2.1211, 4.9485, -4.8522)  -0.296
C (-0.0654, 3.6405, -0.0257)  -0.774
H (1.4153, 2.8254, -3.3973)  -1.115
N (-1.5033, -2.5385, 2.9037)  0.944
C (1.3406, 3.0362, -0.1990)  1.285
O (-3.6507, -5.0624, 7.1105)  -0.538
H (-4.1788, -2.6425, 6.3838)  0.283
H (-0.9436, 2.9955, -1.8962)  0.333
O (-0.2500, 2.6722, -5.3902)  -0.450
C (2.9970, 0.6868, -1.2523)  -0.422
C (-3.3415, -5.2452, 10.5274)  -0.677
H (-4.2984, -3.1408, 4.6599)  0.271

Values from the calculation:
HOMO level   -10.71 eV



No. 2
DFT (ωB97M-V with the def2-TZVPD basis set) results for a cluster of 9 separate species, C19H34Cl12O9 in total.

Last column: Mulliken charge in e.
Atoms and positions in Å:
C (-3.7256, -1.2351, -1.3377)  -1.023
Cl (9.2346, -1.5236, 0.0355)  -0.112
H (1.4175, -6.7107, 5.6510)  0.302
C (-1.2086, -8.5120, -0.6765)  0.054
H (4.5863, -4.2059, 5.5640)  0.259
Cl (-8.8286, -1.1401, 2.9092)  -0.112
O (-3.1360, 4.5515, 0.2841)  -0.293
Cl (-0.9268, -10.2784, -0.6507)  -0.116
H (1.5601, -3.5827, -7.9750)  0.302
H (-3.6480, 5.0499, 2.2427)  0.253
C (-0.6769, 4.2609, -2.2037)  -0.663
H (-0.7122, -1.7589, 0.4084)  0.325
H (3.1833, -5.0946, -6.6991)  0.287
H (0.2548, 4.3783, -1.6503)  0.295
C (2.4350, -6.3307, 5.7427)  -1.007
H (-0.6379, 3.4480, -2.9289)  0.226
H (-1.3395, -0.2862, 0.0282)  0.281
H (1.3782, 4.8090, 4.4881)  0.264
H (2.9549, -6.8598, 6.5414)  0.311
C (3.5025, -3.1602, -7.1498)  0.755
H (2.9508, -6.5985, 4.8206)  0.273
H (4.3061, -4.7123, 7.2358)  0.322
Cl (-4.9405, 2.7635, -7.2059)  -0.098
H (1.5788, -2.4603, -6.5313)  0.280
Cl (-3.5262, 4.9835, -8.4902)  -0.132
H (-1.0562, -1.3388, -1.3265)  0.298
H (-7.6948, -2.2440, 4.6839)  0.298
H (2.0776, -1.9551, -8.1717)  0.308
Cl (-9.2764, -3.7724, 3.9318)  -0.119
Cl (0.3538, -7.6541, -0.7992)  -0.122
C (3.7591, -4.5516, -7.4486)  -1.047
Cl (8.3835, -3.7929, -1.6385)  -0.106
O (1.6298, -4.0966, 5.6635)  -0.559
C (-4.0224, 5.1819, 1.2275)  -0.615
C (-2.8452, -1.7963, -0.2526)  0.856
C (-2.1883, 5.1018, -0.5604)  0.730
Cl (-2.1889, -7.9949, -2.0454)  -0.114
H (3.7984, -3.1699, 6.7755)  0.305
H (1.3119, 10.1524, 5.0227)  0.317
H (-4.0849, -0.2883, -0.9344)  0.262
C (2.2319, 5.1107, 5.0949)  -0.636
H (1.9288, 5.2362, 6.1344)  0.311
C (2.0705, -2.7739, -7.4522)  -0.956
C (2.5993, -4.8397, 5.9212)  0.813
C (1.9640, 9.8172, 4.2161)  -0.654
H (7.7876, -1.4184, -1.7647)  0.301
Cl (-3.2871, 2.2475, -9.5671)  -0.112
O (-1.8852, 6.3080, -0.7198)  -0.575
C (-1.4182, -1.3231, -0.2985)  -1.075
C (-8.7284, -2.1605, 4.3480)  0.054
H (-1.7229, -8.2006, 0.2327)  0.299
C (1.9764, 7.5057, 4.9144)  0.750
C (3.8713, -4.1854, 6.3864)  -1.019
Cl (-9.7993, -1.6499, 5.6838)  -0.121
H (-3.1968, -1.0242, -2.2672)  0.329
H (3.0897, 4.4461, 5.1974)  0.254
O (-3.2354, -2.6547, 0.5306)  -0.573
C (7.9549, -2.1788, -1.0019)  0.046
O (0.9984, 7.5319, 5.5954)  -0.524
Cl (6.4144, -2.2850, -0.0230)  -0.130
C (-4.3577, 3.3887, -8.7267)  0.058
H (-5.2084, 3.6237, -9.3665)  0.283
O (-1.7327, 4.0908, -1.3517)  -0.229
O (2.5627, 8.5472, 4.2774)  -0.294
H (1.4638, 9.9413, 3.2556)  0.276
H (2.8199, 10.4921, 4.2101)  0.244
H (3.4314, -4.7626, -8.4665)  0.341
H (-4.6189, -1.8463, -1.4659)  0.322
H (-3.8831, 6.2323, 0.9719)  0.326
O (4.3178, -2.4209, -6.6330)  -0.577
H (-0.8424, 5.1732, -2.7767)  0.314
O (2.6877, 6.3853, 4.5203)  -0.309
H (4.8203, -4.7993, -7.4222)  0.307
H (-5.0667, 4.8696, 1.2334)  0.230

Values from the calculation:
HOMO level   -9.58 eV



No. 3
DFT (ωB97M-V with the def2-TZVPD basis set) results for a structure of composition C19H34N12O2S2SeTi.

Last column: Mulliken charge in e.
Atoms and positions in Å:
C (-0.0970, 0.7162, -1.7978)  -0.006
C (0.7763, 0.4520, 2.2319)  0.434
H (-3.7765, -1.3915, -3.0849)  0.346
H (4.0007, 0.9636, -2.3527)  0.219
H (-5.7714, 0.7579, -1.4057)  0.245
H (-3.4631, -0.3780, 5.6678)  0.362
H (1.7069, 1.0269, -3.8776)  0.459
N (-5.2585, 0.0704, -1.9321)  -0.499
N (-3.4642, 0.2558, -0.4254)  0.048
H (2.6855, -0.9142, -1.3994)  0.283
H (3.9219, -0.8372, 2.4865)  0.474
H (-1.3233, 2.4435, 4.8014)  0.408
H (1.7773, 1.0684, -0.8271)  -1.780
C (2.8641, -0.7892, 2.2560)  -0.277
N (-1.9587, -2.8854, -2.9032)  0.071
N (1.7863, -0.7463, -1.8320)  -0.506
N (-1.5742, -1.8327, -0.8425)  0.045
S (-1.5048, 1.5901, 2.2565)  -0.380
H (0.0978, -2.5903, -2.6999)  0.004
H (3.6454, 3.9320, -2.9026)  0.444
H (-4.0272, 0.9704, 0.0203)  0.073
H (-0.3910, -3.7831, -3.9104)  0.351
N (2.8413, 1.4876, 3.0560)  -0.190
H (3.9040, 1.7624, -3.9028)  0.425
C (2.1860, 0.3573, 2.5357)  0.287
C (-0.6000, -3.3989, -2.9133)  -0.906
H (2.6955, -2.8516, 1.5582)  0.428
S (-2.9295, -1.3842, 2.1790)  -0.420
C (0.8629, -1.7743, 1.4509)  -0.466
O (-0.6723, 1.1250, -0.6925)  -0.753
O (-0.7026, 0.3290, -2.7852)  -0.730
H (0.2823, -2.6067, 1.0680)  0.644
C (-2.2971, -2.0268, -1.8902)  0.377
H (-0.4555, -4.2154, -2.1949)  0.368
H (1.5684, 2.7373, 0.8520)  0.303
H (-2.8354, -4.7950, -3.0311)  0.346
N (0.1692, 1.5893, 2.5151)  -0.566
C (1.9834, 1.5165, -2.9403)  -0.959
H (-1.2553, 0.9321, 5.6860)  0.290
N (2.5310, 2.6878, 1.1483)  -0.802
Se (2.4969, 2.2624, 4.6248)  -0.042
H (-0.7641, -2.4405, -0.8335)  0.100
C (3.8556, 3.1001, -2.2280)  -1.487
H (5.1615, 2.0305, -0.5039)  0.257
C (-1.8654, 1.5201, 4.9976)  -1.752
C (-4.0460, -0.3066, -1.4076)  0.315
H (1.4464, 2.4704, -2.9390)  0.515
H (-4.0908, -1.7027, 4.6679)  0.416
H (1.8375, -1.0510, -2.7981)  0.329
H (2.3037, 3.8598, -0.9967)  0.271
H (-2.7987, 1.7743, 5.5069)  0.434
H (-3.9564, -3.4635, -3.2798)  0.390
C (-2.1124, 0.7735, 3.7091)  0.082
Ti (-1.5473, -0.1905, 0.4800)  -0.006
H (-5.8345, -0.6530, -2.3302)  0.205
C (1.4312, 0.6787, -1.7866)  2.800
H (-2.7966, -3.8809, -4.5508)  0.347
N (4.5425, 1.9198, 0.2915)  -0.898
C (-3.2128, -1.0978, 4.8895)  -1.552
H (3.5581, 1.8956, 2.4616)  0.764
C (-2.7025, -0.4300, 3.6381)  1.237
H (-2.4440, -1.7677, 5.2839)  0.286
C (3.4621, 2.6025, 0.1400)  0.652
C (2.1881, -1.9129, 1.7253)  -1.462
H (2.6510, 2.0016, 1.8845)  -0.266
H (4.9290, 3.1385, -2.0249)  0.369
C (-2.9423, -3.7998, -3.4737)  -1.120
C (3.4932, 1.7698, -2.8908)  -0.314
N (3.1421, 3.3085, -0.9959)  -0.022
N (-3.4830, -1.3556, -2.1223)  0.014
N (0.1700, -0.6245, 1.6351)  0.647

Values from the calculation:
HOMO level (alpha / beta)   -6.86 / -6.85 eV
ΔE to the lowest compared entry with this formula, charge and spin   388.40 kJ/mol
Multiplicity   3



No. 4
DFT (ωB97M-V with the def2-TZVPD basis set) results for a structure of composition C19H34NPdS3Sb.

Last column: Mulliken charge in e.
Atoms and positions in Å:
H (0.0301, -1.2127, -2.5253)  0.279
H (2.8877, -2.6215, -0.5440)  0.328
C (-3.4904, -0.5420, 0.6450)  0.132
H (-1.1622, -1.3527, -1.2094)  0.265
H (1.2187, -3.1421, 1.1425)  0.257
H (-2.9272, 2.6517, 0.4582)  0.289
H (-0.0715, 2.9014, 0.3269)  0.189
H (0.6847, 3.8695, -0.9598)  0.491
Pd (-1.0717, -0.0076, 1.9020)  -0.517
H (1.9530, -3.2661, -1.8992)  0.459
H (-0.5511, -2.8061, -2.0173)  0.585
H (0.1146, -3.8691, -0.0423)  0.497
H (1.9054, -0.9545, 3.0660)  0.273
C (2.9668, 0.0396, 1.4559)  1.340
H (-3.3670, -1.3220, 1.3894)  0.408
C (-0.0362, 1.5333, -2.0692)  -1.965
C (3.1316, 1.3932, 2.1379)  -1.814
H (3.2371, 2.0765, -1.1018)  0.275
C (-2.3508, -0.4817, 4.5108)  -0.026
C (-3.2785, 1.6736, 0.1440)  -0.731
C (1.0956, 1.7380, -1.0718)  1.646
H (-4.7494, -0.6537, -3.3801)  0.288
H (4.0622, -1.2052, 0.0472)  0.150
C (-5.2118, 0.0478, -2.6819)  -1.409
H (-6.1858, -0.3577, -2.3996)  0.315
C (2.4350, 1.8078, -1.7928)  -1.664
H (2.5456, -1.5953, -1.9492)  0.229
H (1.6574, 3.2543, 0.3888)  0.275
H (-0.9736, 1.3120, -1.5506)  0.323
C (0.8380, -1.9160, -0.6221)  1.717
H (-4.0825, 2.3683, -1.7252)  0.277
C (4.1486, -0.2328, 0.5327)  -1.403
C (2.8493, -1.0479, 2.5180)  -1.707
H (2.8811, -2.0432, 2.0670)  0.254
H (4.0178, 1.3934, 2.7886)  0.520
C (0.4154, -2.9242, 0.4343)  -1.609
S (-3.6644, -0.7005, 5.5573)  -0.534
Sb (0.9134, 0.0978, 0.4958)  2.098
C (2.1328, -2.3661, -1.2906)  -1.807
H (4.2338, 0.5250, -0.2480)  0.147
H (2.2565, 1.6175, 2.7545)  0.345
S (-1.7039, -1.8320, 3.6329)  -0.481
H (0.1805, 0.7131, -2.7558)  0.274
H (-5.3737, 0.9932, -3.2012)  0.354
C (-4.1177, -0.7947, -0.5690)  -0.793
C (-0.2736, -1.8047, -1.6583)  -1.963
H (-0.1890, 2.4421, -2.6700)  0.580
N (-3.0827, 0.6860, 1.0092)  -0.357
H (3.2604, 2.1965, 1.4064)  0.254
C (0.8298, 3.0145, -0.2830)  -1.662
C (-3.9221, 1.5145, -1.0755)  -0.549
H (-0.4309, -2.5474, 1.0150)  0.105
H (-4.4336, -1.8017, -0.8193)  0.361
H (5.0899, -0.2263, 1.1048)  0.489
H (2.6867, 0.8485, -2.2533)  0.231
C (-4.3784, 0.2525, -1.4455)  1.256
S (-1.6711, 1.0732, 4.2277)  -0.502
H (2.4165, 2.5714, -2.5874)  0.443
H (3.6749, -0.9786, 3.2400)  0.495

Values from the calculation:
Net charge   -2
HOMO level   0.69 eV